# 1
{
  "formula": "C14H28GeNRu",
  "method": "the ωB97M-V functional and the def2-TZVPD basis",
  "symbols": ["Ru", "C", "C", "C", "C", "C", "C", "H", "H", "H", "H", "H", "H", "C", "C", "C", "C", "Ge", "C", "C", "C", "C", "H", "H", "H", "H", "H", "H", "H", "H", "H", "H", "H", "H", "H", "H", "H", "H", "H", "H", "H", "N", "H", "H", "H"],
  "positions_angstrom": [[-0.168, -0.535, 1.520], [0.174, 0.064, 3.738], [0.475, 1.170, 2.891], [1.447, 1.048, 1.888], [2.092, -0.200, 1.678], [1.734, -1.318, 2.462], [0.796, -1.172, 3.519], [-0.563, 0.167, 4.527], [-0.034, 2.116, 3.040], [1.699, 1.906, 1.276], [2.870, -0.298, 0.930], [2.203, -2.279, 2.284], [0.543, -2.022, 4.143], [-3.636, 1.373, 2.869], [-2.871, 1.644, 1.582], [-2.262, 0.380, 0.972], [-1.231, 0.554, -0.076], [0.302, -0.787, -0.889], [1.496, 0.153, -2.133], [1.335, -0.308, -3.602], [2.346, 0.373, -4.537], [2.258, 0.010, -5.953], [-4.086, 2.293, 3.237], [-2.983, 0.995, 3.663], [-4.444, 0.656, 2.716], [-2.092, 2.399, 1.719], [-3.549, 2.034, 0.815], [-3.008, -0.378, 0.727], [-1.804, -0.156, 2.004], [-0.860, 1.569, -0.199], [-1.613, 0.159, -1.047], [-0.322, -2.080, -1.429], [2.512, -0.044, -1.773], [1.324, 1.226, -2.016], [0.327, -0.088, -3.961], [1.470, -1.389, -3.676], [3.397, 0.236, -4.206], [2.292, 1.485, -4.484], [1.508, -0.660, -6.360], [3.288, -0.095, -6.504], [2.513, 0.867, -6.713], [-1.083, -2.488, 1.339], [-2.102, -2.453, 1.279], [-0.899, -3.045, 2.175], [-0.792, -3.083, 0.563]],
  "lowdin_spin": [0.000, 0.000, 0.000, 0.000, 0.000, 0.000, 0.000, 0.000, 0.000, 0.000, 0.000, 0.000, 0.000, 0.000, 0.000, 0.000, 0.000, 0.000, 0.000, 0.008, 0.138, 0.475, 0.000, 0.000, 0.000, 0.000, 0.000, 0.000, 0.000, 0.000, 0.000, 0.000, 0.000, 0.000, 0.002, 0.002, 0.047, 0.056, 0.013, 0.130, 0.129, 0.000, 0.000, 0.000, 0.000],
  "charge": 4,
  "de_lowest_kcal_mol": 0.0,
  "e_lumo_ev": [-14.3900, -16.3300],
  "homo_energy_ev": [-23.4, -23.4],
  "multiplicity": 2,
  "s_squared": 0.7522
}



# 2
{
  "formula": "C14H28N2O4",
  "method": "the ωB97M-V functional and the def2-TZVPD basis",
  "symbols": ["C", "C", "C", "C", "O", "C", "C", "C", "N", "C", "O", "N", "C", "C", "C", "C", "C", "C", "O", "O", "H", "H", "H", "H", "H", "H", "H", "H", "H", "H", "H", "H", "H", "H", "H", "H", "H", "H", "H", "H", "H", "H", "H", "H", "H", "H", "H", "H"],
  "positions_angstrom": [[-7.341, -1.058, -0.150], [-6.068, -0.232, -0.287], [-4.856, -1.107, -0.598], [-3.573, -0.287, -0.686], [-3.287, 0.243, 0.590], [-2.030, 0.864, 0.706], [-1.969, 2.258, 0.070], [-0.622, 2.936, 0.329], [0.476, 2.262, -0.326], [1.252, 1.361, 0.346], [1.235, 1.232, 1.553], [2.045, 0.589, -0.473], [3.109, -0.191, 0.114], [2.950, -1.701, -0.144], [1.631, -2.260, 0.412], [1.820, -3.707, 0.864], [0.516, -2.185, -0.629], [4.439, 0.271, -0.448], [4.553, 1.003, -1.398], [5.481, -0.245, 0.202], [-8.191, -0.415, 0.067], [-7.241, -1.780, 0.657], [-7.546, -1.600, -1.071], [-5.874, 0.308, 0.640], [-6.195, 0.503, -1.085], [-5.004, -1.630, -1.545], [-4.735, -1.850, 0.192], [-3.702, 0.519, -1.425], [-2.738, -0.924, -1.019], [-1.250, 0.221, 0.274], [-1.845, 0.949, 1.779], [-2.766, 2.871, 0.493], [-2.134, 2.185, -1.008], [-0.396, 2.925, 1.397], [-0.653, 3.972, -0.022], [0.439, 2.207, -1.331], [2.252, 0.931, -1.402], [3.088, -0.012, 1.196], [3.793, -2.198, 0.337], [3.009, -1.893, -1.218], [1.339, -1.658, 1.278], [2.561, -3.771, 1.657], [0.883, -4.111, 1.240], [2.150, -4.325, 0.031], [0.745, -2.827, -1.478], [-0.426, -2.513, -0.196], [0.398, -1.166, -0.988], [6.315, 0.059, -0.192]],
  "lowdin_charge": [-0.118, -0.270, -0.192, -0.239, -0.143, -0.216, -0.149, -0.187, 0.065, -0.564, 0.062, 0.104, -0.226, -0.111, -0.416, -0.079, -0.082, -0.486, 0.113, 0.129, 0.066, 0.071, 0.069, 0.107, 0.109, 0.116, 0.118, 0.119, 0.119, 0.107, 0.134, 0.120, 0.106, 0.121, 0.118, 0.141, 0.140, 0.161, 0.116, 0.132, 0.135, 0.076, 0.076, 0.081, 0.081, 0.075, 0.054, 0.138],
  "de_lowest_kcal_mol": 15.3,
  "e_lumo_ev": 0.6367,
  "homo_energy_ev": -9.4
}